The following is a quantum chemistry calculation of C6H8O2 as an isolated structure in a non-equilibrium geometry, from the OMol25 dataset.

Properties
* LUMO energy: 0.667 eV
* HOMO: -8.6 eV
* total charge: 0
* orbital gap: 0.3422 hartree

Last column: Löwdin charge in e.
Atoms and positions in Å:
C (-0.20, -0.74, -0.63)  -0.28
C (-1.17, -0.46, 0.61)  -0.18
C (-1.23, 0.89, 0.00)  -0.08
C (0.22, 0.69, -0.28)  -0.47
C (0.78, 0.46, 1.09)  0.02
C (-0.20, -0.22, 1.67)  -0.06
H (0.47, -2.58, -0.92)  0.08
H (-0.72, -0.72, -1.51)  0.12
H (-1.82, -1.24, 0.92)  0.13
H (-1.75, 1.02, -0.96)  0.13
H (-1.61, 1.62, 0.67)  0.12
H (1.18, 0.73, -1.93)  0.12
H (1.77, 0.62, 1.39)  0.11
H (-0.36, -0.41, 2.71)  0.11
O (0.74, -1.73, -0.66)  0.06
O (0.96, 1.38, -1.23)  0.05

The following is a quantum chemistry calculation of one molecule with the formula C3H5NO in a non-equilibrium geometry, from the OMol25 dataset.

Properties
* LUMO energy: 0.562 eV
* HOMO: -9.8 eV
* total charge: 0
* structure (SMILES): O=CN1CC1
* orbital gap: 0.3805 hartree

Last column: Löwdin charge in e.
Atoms and positions in Å:
O (2.74, 0.08, -0.32)  -0.02
C (1.54, -0.24, 0.05)  -0.29
N (0.34, -0.24, -0.64)  -0.06
C (-0.70, 0.84, -0.08)  -0.02
C (-0.96, -0.69, -0.15)  -0.12
H (1.42, -0.46, 1.22)  0.15
H (-0.41, 1.52, 0.68)  0.10
H (-1.31, 1.24, -0.83)  0.07
H (-0.98, -1.09, 0.91)  0.13
H (-1.68, -0.96, -0.82)  0.07

The following is a quantum chemistry calculation of a 2-piece molecular cluster, C4H6N2O overall, from the OMol25 dataset.

Properties
* LUMO energy (alpha / beta): 0.478 / 0.477 eV
* HOMO (alpha / beta): -8.0 / -8.0 eV
* total charge: 0
* orbital gap (alpha / beta): 0.3113 / 0.3113 hartree

Last column: Löwdin charge in e.
Atoms and positions in Å:
N (0.88, 1.67, 0.66)  0.10
C (0.26, 0.50, 0.24)  -0.40
C (0.45, -0.04, -1.10)  -0.04
C (0.03, -1.33, -1.10)  -0.01
C (-0.49, -1.49, 0.24)  -0.48
O (-1.75, -1.24, 0.41)  -0.03
N (0.25, -0.67, 1.09)  0.09
H (0.39, 2.18, 1.38)  0.09
H (1.20, 2.27, -0.08)  0.09
H (0.74, 0.56, -1.95)  0.11
H (-0.23, -1.95, -1.95)  0.11
H (-1.45, 0.08, 0.22)  0.24
H (-0.28, -0.53, 1.95)  0.13

The following is a quantum chemistry calculation of a 3-piece molecular cluster, C5H10O overall in a non-equilibrium geometry, from the OMol25 dataset.

Properties
* LUMO energy: 0.617 eV
* HOMO: -8.7 eV
* total charge: 0
* structure (SMILES): C=C.C=C.C=O
* orbital gap: 0.3441 hartree

Last column: Löwdin charge in e.
Atoms and positions in Å:
C (-1.07, -0.93, 0.74)  -0.07
C (-1.70, -0.11, -0.11)  -0.13
H (-0.70, -1.89, 0.44)  0.04
H (-1.00, -0.69, 1.80)  0.07
H (-1.65, -0.23, -1.18)  0.08
H (-2.47, 0.55, 0.27)  0.07
C (2.01, -0.15, -0.17)  -0.08
C (1.33, -1.27, -0.44)  -0.12
H (2.34, 0.07, 0.84)  0.07
H (2.27, 0.56, -0.93)  0.05
H (1.33, -2.09, 0.27)  0.05
H (0.84, -1.43, -1.40)  0.07
C (-0.41, 1.86, -0.03)  -0.21
O (0.53, 1.69, -0.78)  -0.06
H (-0.33, 1.75, 1.07)  0.10
H (-1.33, 2.33, -0.40)  0.09

The following is a quantum chemistry calculation of one molecule with the formula C5H8S2 in a non-equilibrium geometry, from the OMol25 dataset.

Properties
* LUMO energy: 0.736 eV
* HOMO: -8.8 eV
* total charge: 0
* structure (SMILES): S[C@@]12CCS[C@H]1C2
* orbital gap: 0.3506 hartree

Last column: Löwdin charge in e.
Atoms and positions in Å:
S (1.96, -0.02, -0.17)  0.73
C (0.39, -0.85, 0.30)  -0.70
C (-0.18, -0.20, 1.59)  -0.28
C (-1.06, 0.98, 1.18)  -0.44
S (-1.20, 1.13, -0.72)  0.80
C (-0.78, -0.69, -0.65)  -0.55
C (0.04, -1.85, -0.81)  -0.09
H (1.55, 1.23, -0.70)  -0.11
H (0.71, 0.11, 2.23)  0.10
H (-0.93, -0.81, 2.24)  0.14
H (-0.62, 1.96, 1.64)  0.11
H (-2.21, 0.79, 1.38)  0.09
H (-1.58, -1.13, -0.17)  0.07
H (0.94, -1.80, -1.43)  0.08
H (-0.46, -2.64, -0.59)  0.05

The following is a quantum chemistry calculation of C5H15IN3P as an isolated structure in a non-equilibrium geometry, from the OMol25 dataset.

Properties
* LUMO energy (alpha / beta): 0.220 / -1.305 eV
* HOMO (alpha / beta): -6.2 / -8.3 eV
* ⟨S²⟩: 2.010
* 2S+1: 3
* total charge: 0
* orbital gap (alpha / beta): 0.2371 / 0.2552 hartree

Last column: Löwdin spin population.
Atoms and positions in Å:
C (-0.29, 1.54, -2.18)  0.08
C (-1.84, -0.13, -1.54)  0.08
C (0.92, -1.94, 1.03)  0.01
C (-0.69, -0.87, 2.61)  0.01
C (2.20, 1.19, 0.39)  0.09
N (-0.28, 2.17, 1.23)  0.30
N (-0.42, 0.19, -1.66)  0.82
N (0.27, -0.75, 1.49)  0.14
P (0.30, 0.83, 0.66)  0.33
I (-2.23, 2.41, 1.70)  0.03
H (0.73, 1.76, -2.05)  0.00
H (-0.51, 1.60, -3.14)  0.02
H (-0.95, 2.24, -1.71)  0.02
H (-2.25, 0.55, -0.76)  0.04
H (-2.39, 0.37, -2.40)  0.02
H (-2.02, -1.15, -1.45)  0.00
H (1.73, -2.40, 1.69)  0.01
H (0.09, -2.76, 0.93)  0.00
H (1.48, -1.80, 0.07)  0.00
H (-1.54, -0.18, 2.53)  0.00
H (-1.29, -1.87, 2.62)  0.00
H (-0.20, -0.96, 3.56)  0.00
H (2.13, 2.22, -0.02)  0.00
H (2.94, 1.14, 1.18)  0.01
H (2.39, 0.43, -0.40)  0.00

Ordered energy relative to the best compared isomer or geometry (same formula, charge and spin) results: 81.0 71.6 112.9 96.7 99.8 40.5; unit kcal per mole.
Ordered DFT total energy results: -10443.2155 -6726.4664 -9268.6074 -7390.5708 -26980.8296 -27282.0934; unit eV.